[1]
Density functional theory data (ωB97M-V/def2-TZVPD) for a structure of composition C12H6CuF6N2O6S2Te4 at a distorted geometry.

Positions of all 39 atoms, in Å:
1 Te -0.57 0.34 2.78
2 Te -5.10 2.65 4.01
3 Te -3.03 1.56 2.65
4 Te -1.54 0.67 0.61
5 Cu -0.07 -0.23 -0.79
6 S 2.11 0.37 1.67
7 S 0.95 -1.77 2.32
8 F 2.10 2.56 3.23
9 F 3.81 1.26 3.47
10 F 3.61 2.50 1.70
11 F 2.28 -3.89 3.12
12 F 3.06 -3.12 1.28
13 F 3.48 -2.12 3.17
14 O 0.04 -2.53 3.11
15 O 0.69 -1.61 0.91
16 O -0.19 -3.12 -1.25
17 O 3.13 -0.48 1.17
18 O -0.87 -1.13 -2.06
19 O 1.28 1.05 0.73
20 N 1.68 -0.21 -1.66
21 N 1.39 -0.35 2.87
22 C 2.54 -2.75 2.44
23 C 4.59 1.99 -1.51
24 C 3.72 -2.07 -2.19
25 C 5.35 -0.21 -2.08
26 C 4.03 -0.70 -2.01
27 C 0.02 -1.97 -1.68
28 C 3.29 1.56 -1.48
29 C 2.98 0.21 -1.72
30 C 5.63 1.11 -1.83
31 C 2.43 -2.47 -2.05
32 C 1.44 -1.50 -1.81
33 C 2.93 1.75 2.59
34 H 2.49 2.25 -1.24
35 H 6.65 1.46 -1.86
36 H 6.14 -0.91 -2.33
37 H 2.11 -3.50 -2.15
38 H 4.51 -2.77 -2.42
39 H 4.82 3.03 -1.28

Computed properties:
2S+1: 2
Orbital gap (alpha / beta): 4.54 / 4.42 eV
HOMO (alpha / beta): -0.461 / -0.341 eV
<S²>: 0.763
Net charge: -2

Table of Löwdin atomic charges, one value per atom, all in e:
1. Te 0.671
2. Te -0.433
3. Te -0.231
4. Te 0.498
5. Cu -0.107
6. S 0.512
7. S 0.464
8. F 0.138
9. F 0.128
10. F 0.131
11. F 0.102
12. F 0.144
13. F 0.111
14. O -0.287
15. O -0.377
16. O 0.014
17. O -0.240
18. O -0.104
19. O -0.468
20. N 0.140
21. N -0.657
22. C -0.634
23. C -0.087
24. C -0.003
25. C -0.048
26. C -0.160
27. C -0.725
28. C -0.017
29. C -0.200
30. C -0.100
31. C 0.022
32. C -0.187
33. C -0.654
34. H 0.120
35. H 0.091
36. H 0.103
37. H 0.120
38. H 0.110
39. H 0.099

***

[2]
Density functional theory data (ωB97M-V/def2-TZVPD) for an isolated molecule of C2HN3O2S at a distorted geometry.

Positions of all 9 atoms, in Å:
1 S 0.75 0.51 -1.56
2 O -0.94 -1.50 1.32
3 O 1.36 2.86 -0.34
4 N -1.11 -1.51 -0.78
5 N -1.61 -2.02 0.26
6 N 0.30 -0.85 0.79
7 C 0.75 1.80 -0.18
8 C 0.06 -0.71 -0.40
9 H 0.44 1.41 0.89

Computed properties:
Energy relative to the best compared isomer or geometry (same formula, charge and spin): 82.5 kcal per mole
SMILES: O=CSc1nnon1
Orbital gap: 10.49 eV
HOMO: -10.860 eV

Table of Löwdin atomic charges, one value per atom, all in e:
1. S 0.960
2. O -0.073
3. O -0.035
4. N 0.043
5. N 0.032
6. N 0.108
7. C -0.462
8. C -0.700
9. H 0.126

***

[3]
Density functional theory data (ωB97M-V/def2-TZVPD) for a structure of composition C37H51AgAsGeN4OSTe.

Positions of all 98 atoms, in Å:
1 Te -0.69 -2.22 2.18
2 Ag 1.77 -1.04 -0.57
3 As 0.09 -3.54 -2.33
4 Ge 4.98 0.21 -1.28
5 S -0.37 -1.51 -2.47
6 O 1.62 -4.00 2.45
7 N -1.30 8.12 -6.21
8 N 1.28 1.40 -0.98
9 N 1.41 -1.95 1.40
10 N 0.93 3.39 -1.88
11 C -2.56 -0.12 4.44
12 C 0.74 2.02 -1.97
13 C -0.92 -0.16 1.61
14 C 1.11 -4.24 -0.87
15 C 3.75 -1.21 -1.54
16 C -3.02 -2.05 2.86
17 C -1.32 2.58 1.01
18 C 5.04 0.91 0.59
19 C -3.59 -4.01 1.34
20 C -0.03 6.67 -3.28
21 C 2.08 -2.97 1.86
22 C -1.90 0.24 0.68
23 C -7.09 -2.25 4.46
24 C -0.13 0.84 2.22
25 C -4.77 -1.25 4.37
26 C -0.92 7.31 -5.47
27 C -0.36 2.18 1.93
28 C -1.51 -4.63 -2.36
29 C -2.80 -0.74 -0.02
30 C 0.43 5.71 -2.40
31 C -0.45 6.30 -4.55
32 C 1.66 3.59 -0.72
33 C 0.94 0.54 3.23
34 C 1.86 2.36 -0.18
35 C 3.61 -3.00 1.65
36 C -5.26 -3.06 2.92
37 C 4.54 1.77 -2.45
38 C 1.08 -4.11 -3.89
39 C 0.47 4.36 -2.78
40 C -1.51 4.04 0.68
41 C -3.95 -3.00 2.41
42 C -0.43 4.96 -4.94
43 C 6.89 -0.19 -1.72
44 C 0.03 4.00 -4.06
45 C -3.47 -1.18 3.87
46 C -5.69 -2.19 3.91
47 C -2.07 1.60 0.39
48 H 0.25 2.93 2.42
49 H 4.28 -2.16 -1.38
50 H -1.24 -5.68 -2.49
51 H -2.79 -3.63 0.71
52 H 4.51 2.71 -1.89
53 H 1.20 -5.19 -3.90
54 H -2.02 -4.50 -1.40
55 H 7.28 -0.92 -1.01
56 H 4.00 -2.03 1.35
57 H 0.19 1.54 -2.76
58 H -2.37 4.19 0.02
59 H 7.52 0.71 -1.67
60 H 3.55 1.60 -2.89
61 H 1.99 4.56 -0.40
62 H -5.95 -3.81 2.53
63 H 4.85 1.98 0.62
64 H 4.28 0.40 1.19
65 H 0.55 -3.78 -4.79
66 H -1.67 4.64 1.58
67 H 5.27 1.87 -3.25
68 H 1.73 1.30 3.18
69 H 1.09 -5.33 -0.97
70 H -2.82 1.88 -0.34
71 H -2.42 0.70 3.74
72 H -1.57 -0.54 4.63
73 H -0.63 4.45 0.17
74 H -2.96 0.28 5.38
75 H -2.21 -1.52 -0.49
76 H 6.02 0.71 1.04
77 H -7.68 -3.01 3.94
78 H -3.39 -0.23 -0.79
79 H 1.40 -0.43 3.04
80 H -4.47 -4.26 0.73
81 H -7.60 -1.29 4.36
82 H -5.08 -0.55 5.15
83 H 0.73 5.99 -1.40
84 H 6.95 -0.61 -2.72
85 H 0.69 -3.92 0.08
86 H -7.09 -2.50 5.53
87 H 0.07 2.96 -4.38
88 H -3.49 -1.21 0.69
89 H 3.85 -3.73 0.86
90 H -2.15 -4.29 -3.17
91 H 2.05 -3.62 -3.85
92 H 4.09 -3.35 2.57
93 H 2.13 -3.86 -0.95
94 H 0.54 0.55 4.25
95 H 2.40 2.09 0.71
96 H -0.06 7.71 -2.97
97 H -0.75 4.67 -5.93
98 H -3.23 -4.95 1.78

Computed properties:
Energy relative to the best compared isomer or geometry (same formula, charge and spin): 4.8 kcal per mole
2S+1: 2
Orbital gap (alpha / beta): 3.89 / 3.94 eV
HOMO (alpha / beta): -0.504 / -0.559 eV
<S²>: 0.755
Net charge: -2

Table of Löwdin atomic charges, one value per atom, all in e:
1. Te 1.461
2. Ag 0.527
3. As 0.632
4. Ge 0.626
5. S 0.074
6. O -0.221
7. N 0.128
8. N 0.071
9. N -0.342
10. N -0.006
11. C -0.081
12. C -0.144
13. C -0.378
14. C -0.269
15. C -0.375
16. C -0.302
17. C -0.296
18. C -0.245
19. C -0.115
20. C -0.030
21. C -0.889
22. C -0.290
23. C -0.085
24. C -0.325
25. C -0.052
26. C -0.196
27. C -0.070
28. C -0.262
29. C -0.106
30. C -0.005
31. C -0.247
32. C -0.069
33. C -0.088
34. C -0.126
35. C -0.073
36. C -0.055
37. C -0.249
38. C -0.278
39. C -0.167
40. C -0.058
41. C -0.336
42. C -0.026
43. C -0.273
44. C 0.010
45. C -0.300
46. C -0.310
47. C -0.036
48. H 0.113
49. H -0.126
50. H 0.027
51. H -0.006
52. H -0.009
53. H 0.025
54. H 0.019
55. H -0.004
56. H 0.026
57. H 0.106
58. H 0.069
59. H -0.007
60. H -0.011
61. H 0.110
62. H 0.097
63. H -0.010
64. H -0.010
65. H 0.020
66. H 0.071
67. H -0.006
68. H 0.066
69. H 0.041
70. H 0.102
71. H 0.071
72. H 0.044
73. H 0.042
74. H 0.061
75. H -0.013
76. H -0.001
77. H 0.059
78. H 0.069
79. H 0.023
80. H 0.064
81. H 0.065
82. H 0.099
83. H 0.103
84. H -0.006
85. H -0.017
86. H 0.065
87. H 0.112
88. H 0.055
89. H 0.049
90. H 0.024
91. H 0.028
92. H 0.052
93. H 0.014
94. H 0.069
95. H 0.100
96. H 0.117
97. H 0.118
98. H 0.076